Here is a molecular structure, C47H94F15N5O15S5Zn at a distorted geometry from the Open Molecules 2025 dataset. Energies are from ωB97M-V with the def2-TZVPD basis set.

* E_tot: -8517.33313 hartree
* molar mass: 1480.0 g/mol
* E_HOMO: -11.4 eV
* orbital gap: 8.08 eV
* LUMO: -3.4 eV

```
! wB97M-V def2-TZVPD RIJCOSX def2/J DEFGRID3
* xyz 2 1
Zn 1.161 -0.755 -0.356
C -1.293 -5.302 -0.590
C -2.678 -4.754 -0.938
C -3.443 -5.930 -1.745
N -4.965 -5.730 -1.770
C -5.328 -4.328 -2.333
C -5.614 -6.856 -2.638
C -6.503 -7.649 -1.685
C -5.864 -7.512 -0.386
C -5.575 -6.045 -0.371
H -0.828 -5.811 -1.434
H -1.324 -5.969 0.272
H -0.585 -4.531 -0.285
H -2.564 -3.911 -1.620
H -3.212 -4.465 -0.033
H -3.328 -6.949 -1.375
H -3.178 -5.872 -2.800
H -4.962 -3.631 -1.579
H -6.412 -4.426 -2.381
H -4.892 -4.352 -3.332
H -6.171 -6.412 -3.464
H -4.853 -7.482 -3.103
H -7.494 -7.198 -1.736
H -6.507 -8.709 -1.941
H -6.563 -7.813 0.395
H -4.983 -8.153 -0.391
H -6.432 -5.401 -0.172
H -4.819 -5.971 0.410
C -3.672 1.991 6.473
C -2.269 1.909 6.984
C -1.344 2.630 5.984
N 0.195 2.238 6.118
C 0.616 2.599 7.602
C 1.048 3.066 5.153
C 2.351 2.176 5.077
C 1.790 0.801 4.864
C 0.531 0.763 5.708
H -3.870 2.692 5.662
H -4.380 2.216 7.270
H -4.001 1.022 6.097
H -1.998 0.904 7.306
H -2.275 2.520 7.887
H -1.344 3.705 6.162
H -1.622 2.291 4.986
H 0.060 1.986 8.311
H 0.432 3.656 7.794
H 1.675 2.344 7.657
H 1.189 4.105 5.450
H 0.470 2.982 4.233
H 2.981 2.264 5.962
H 3.049 2.458 4.289
H 2.581 0.184 5.289
H 1.671 0.568 3.806
H 0.690 0.317 6.690
H -0.310 0.245 5.248
C -0.226 -4.030 -3.985
C -1.269 -3.654 -5.039
C -0.585 -3.099 -6.355
N -1.573 -2.622 -7.394
C -2.624 -3.702 -7.774
C -2.241 -1.266 -6.959
C -1.628 -0.268 -7.981
C -1.377 -0.948 -9.374
C -0.799 -2.266 -8.793
H 0.246 -3.048 -3.949
H 0.345 -4.897 -4.317
H -0.734 -4.270 -3.051
H -2.036 -2.985 -4.648
H -1.758 -4.565 -5.383
H 0.036 -3.903 -6.750
H 0.113 -2.282 -6.171
H -3.258 -3.331 -8.579
H -3.197 -3.789 -6.851
H -2.122 -4.622 -8.074
H -3.322 -1.233 -7.092
H -2.052 -0.935 -5.938
H -2.284 0.582 -8.168
H -0.701 0.192 -7.640
H -2.278 -1.174 -9.943
H -0.653 -0.492 -10.050
H -0.896 -3.061 -9.533
H 0.288 -2.257 -8.701
C 6.158 1.803 4.732
C 6.915 1.149 3.605
C 6.370 1.475 2.285
N 7.036 0.916 1.002
C 8.456 1.419 0.860
C 8.485 2.941 0.537
C 7.699 3.318 -0.746
C 6.242 2.712 -0.613
C 6.200 1.247 -0.252
C 7.159 -0.688 0.992
H 6.728 1.666 5.651
H 5.174 1.341 4.805
H 5.861 2.841 4.590
H 6.938 0.080 3.815
H 7.962 1.446 3.539
H 6.139 2.513 2.046
H 5.377 1.034 2.197
H 9.117 1.259 1.711
H 8.802 0.925 -0.048
H 8.223 3.561 1.394
H 9.543 3.089 0.321
H 7.662 4.405 -0.823
H 8.133 2.807 -1.605
H 5.645 3.276 0.105
H 5.642 2.919 -1.499
H 5.175 0.921 -0.074
H 6.587 0.744 -1.138
H 7.723 -0.992 1.874
H 7.658 -0.983 0.069
H 6.170 -1.142 0.948
C -2.473 7.365 -1.959
C -2.177 6.252 -0.983
C -3.214 6.264 0.135
N -2.915 5.193 1.212
C -2.645 3.783 0.574
C -2.560 2.640 1.594
C -3.777 2.534 2.538
C -3.957 3.900 3.260
C -4.123 5.089 2.227
C -1.785 5.581 2.153
H -2.682 8.332 -1.501
H -3.318 7.118 -2.602
H -1.652 7.440 -2.673
H -1.187 6.463 -0.578
H -2.095 5.294 -1.496
H -4.228 5.967 -0.135
H -3.257 7.262 0.573
H -3.475 3.641 -0.119
H -1.721 3.958 0.023
H -2.307 1.707 1.090
H -1.611 2.736 2.121
H -4.585 2.410 1.817
H -3.840 1.716 3.256
H -4.854 3.799 3.871
H -3.195 4.074 4.020
H -5.043 4.811 1.714
H -4.190 6.037 2.761
H -0.990 5.816 1.446
H -1.406 4.756 2.757
H -2.043 6.449 2.760
C 2.273 3.265 -0.550
F 3.127 2.628 -1.238
F 2.773 4.440 -0.131
F 1.144 3.581 -1.213
S 1.751 2.232 0.980
O 2.989 1.982 1.756
O 0.806 3.004 1.784
O 1.203 0.988 0.501
C -0.039 1.370 -4.250
F 0.963 2.267 -3.824
F -0.934 2.074 -5.039
F 0.517 0.322 -5.049
S -0.819 0.629 -2.658
O -1.738 -0.405 -3.133
O 0.331 0.098 -1.937
O -1.492 1.686 -2.002
C -3.403 -1.029 0.603
F -4.224 -0.480 1.479
F -3.897 -2.122 0.075
F -3.207 -0.081 -0.304
S -1.660 -1.461 1.443
O -1.402 -0.507 2.536
O -1.775 -2.842 1.814
O -0.640 -1.273 0.360
C 1.622 -2.721 3.608
F 0.924 -3.778 3.079
F 0.766 -1.798 3.910
F 2.291 -3.054 4.656
S 2.915 -2.134 2.303
O 2.109 -1.594 1.271
O 3.694 -1.172 3.009
O 3.680 -3.370 1.903
C 4.089 -3.377 -1.567
F 4.582 -3.910 -2.708
F 3.747 -4.357 -0.729
F 5.139 -2.781 -0.992
S 2.670 -2.146 -1.971
O 2.983 -0.823 -1.386
O 2.582 -2.090 -3.446
O 1.435 -2.449 -1.258
*
```